Record 1
Formula: C5H12O3
Source: the Open Molecules 2025 dataset
Level of theory: ωB97M-V/def2-TZVPD

orbital gap = 6.8120 eV
spin multiplicity = 1
total charge = -2
electronic energy = -423.3289 Ha

Geometry as XYZ:
```
20
C5H12O3, DFT ωB97M-V/def2-TZVPD
C -1.83 0.08 -2.36
O -2.98 0.56 -2.88
C -1.26 0.90 -1.16
C 0.07 0.37 -0.59
C -0.06 -0.49 0.69
C 0.53 0.12 1.99
O 1.29 -0.78 2.76
H -1.90 -0.97 -1.97
H -0.98 0.06 -3.10
H -1.20 1.93 -1.52
H -2.03 0.87 -0.39
H 0.70 1.22 -0.34
H 0.54 -0.24 -1.38
H 0.47 -1.44 0.58
H -1.12 -0.76 0.87
H -0.30 0.45 2.63
H 1.13 1.02 1.74
H 2.37 -0.99 2.17
H 3.14 -0.76 0.72
O 3.39 -1.15 1.56
```

Record 2
Formula: C15H32Cl3F4N3NbO
Source: the Open Molecules 2025 dataset
Level of theory: ωB97M-V/def2-TZVPD

orbital gap = 7.0952 eV
spin multiplicity = 1
total charge = -1
electronic energy = -2667.0576 Ha

Geometry as XYZ:
```
59
C15H32Cl3F4N3NbO, DFT ωB97M-V/def2-TZVPD
C 2.45 4.14 2.56
C 1.43 3.20 1.90
C 1.50 3.26 0.34
N 2.23 2.08 -0.14
Nb 1.18 0.57 -1.15
C 1.96 -1.18 0.07
C 3.20 -0.95 0.96
N 4.21 0.00 0.46
C -0.71 0.74 0.15
C -1.94 0.89 -0.79
C -3.12 -0.08 -0.55
C -2.73 -1.51 -0.15
N -2.50 -1.77 1.26
C -1.37 -2.55 1.69
C -3.35 -1.21 2.23
C -3.16 0.21 2.72
O -4.26 -1.83 2.68
C 2.79 0.34 -2.83
F 2.09 0.29 -4.01
F 3.59 1.44 -2.96
C 3.65 -0.93 -2.85
F 4.83 -0.76 -2.28
F 3.98 -1.23 -4.17
H 3.31 4.29 1.91
H 2.77 3.80 3.54
H 1.95 5.09 2.70
H 1.61 2.18 2.20
H 0.42 3.47 2.23
H 0.51 3.39 -0.09
H 2.11 4.13 0.13
H 3.10 2.34 -0.58
H 0.43 1.85 -2.21
H 0.21 -0.66 -2.12
H 2.12 -2.10 -0.49
H 1.15 -1.45 0.75
H 2.88 -0.67 1.96
H 3.70 -1.91 1.09
H 4.21 0.82 1.04
H 5.14 -0.39 0.40
H -0.70 1.61 0.81
H -0.74 -0.14 0.78
H -1.65 0.76 -1.82
H -2.32 1.90 -0.75
H -3.66 -0.17 -1.49
H -3.83 0.38 0.13
H -1.86 -1.77 -0.74
H -3.53 -2.16 -0.51
H -0.65 -1.99 2.29
H -0.84 -2.94 0.84
H -1.69 -3.40 2.30
H -3.34 0.19 3.79
H -2.16 0.57 2.52
H -3.89 0.86 2.26
H 3.15 -1.82 -2.50
C -4.81 -3.95 -3.11
Cl -5.03 -3.03 -4.61
Cl -3.10 -4.12 -2.74
Cl -5.68 -3.19 -1.78
H -5.22 -4.94 -3.27
```

Record 3
Formula: C34H47GeI2N4O4PTl
Source: the Open Molecules 2025 dataset
Level of theory: ωB97M-V/def2-TZVPD

orbital gap (spin up / spin down) = 4.5203 / 6.6655 eV
spin multiplicity = 1
total charge = +3
electronic energy = -5029.0593 Ha

Geometry as XYZ:
```
94
C34H47GeI2N4O4PTl, DFT ωB97M-V/def2-TZVPD
Tl 1.14 1.20 -1.09
I 4.95 -6.07 0.78
C 3.41 -4.81 0.41
C 2.40 -5.18 -0.50
C 1.34 -4.34 -0.72
I -0.07 -4.89 -2.14
C 1.23 -3.09 -0.01
O 0.22 -2.31 -0.10
C 2.32 -2.69 0.84
C 2.25 -1.38 1.58
N 2.61 -0.19 0.76
C 3.89 -0.35 0.06
C 4.42 0.98 -0.43
C 5.77 1.27 -0.35
C 6.24 2.47 -0.84
C 5.33 3.37 -1.38
C 4.00 3.02 -1.41
N 3.54 1.85 -0.95
C 3.36 -3.55 1.06
H 2.47 -6.12 -1.02
H 1.24 -1.24 1.97
H 2.93 -1.45 2.44
H 2.70 0.59 1.41
H 4.65 -0.80 0.70
H 3.74 -1.02 -0.79
H 6.45 0.55 0.09
H 7.29 2.71 -0.79
H 5.65 4.33 -1.77
H 3.26 3.70 -1.82
H 4.15 -3.28 1.75
C 0.60 5.36 -3.25
C 0.13 6.22 -2.27
C -0.03 5.74 -0.98
C 0.29 4.41 -0.70
N 0.73 3.59 -1.66
C 0.88 4.06 -2.90
C 0.15 3.84 0.67
C -0.22 4.61 1.77
C -0.35 4.03 3.01
C -0.11 2.67 3.15
C 0.27 1.96 2.03
N 0.40 2.53 0.82
H 0.74 5.70 -4.27
H -0.11 7.25 -2.50
H -0.40 6.40 -0.21
H 1.24 3.35 -3.64
H -0.41 5.67 1.66
H -0.64 4.63 3.87
H -0.20 2.17 4.11
H 0.46 0.90 2.08
C -1.52 -1.51 -3.99
O -2.05 -0.28 -3.45
P -1.07 0.88 -2.97
O -2.06 2.11 -2.80
C -3.35 2.02 -2.15
O -0.16 1.29 -4.19
C -0.73 1.73 -5.47
H -2.37 -2.17 -4.13
H -0.81 -1.96 -3.29
H -1.03 -1.32 -4.94
H -3.79 3.01 -2.24
H -3.22 1.77 -1.10
H -3.97 1.28 -2.64
H 0.08 1.72 -6.18
H -1.13 2.74 -5.35
H -1.52 1.05 -5.78
C -5.60 -3.67 2.17
C -4.37 -3.70 1.27
C -3.12 -4.20 2.00
C -1.88 -4.19 1.11
Ge -1.70 -2.50 0.16
C -2.01 -0.79 1.04
C -2.31 -0.81 2.55
C -1.19 -1.38 3.41
C -1.58 -1.49 4.87
H -6.48 -3.32 1.62
H -5.45 -3.02 3.03
H -5.82 -4.67 2.54
H -4.19 -2.68 0.89
H -4.55 -4.33 0.40
H -3.30 -5.21 2.36
H -2.95 -3.59 2.90
H -1.94 -4.98 0.36
H -0.96 -4.37 1.69
H -2.19 -2.46 -1.29
H -2.84 -0.33 0.50
H -1.13 -0.19 0.82
H -3.23 -1.38 2.73
H -2.53 0.21 2.87
H -0.30 -0.74 3.32
H -0.89 -2.36 3.03
H -1.88 -0.52 5.27
H -0.77 -1.87 5.48
H -2.43 -2.17 4.99
```